[1]
20
Properties=species:S:1:pos:R:3:lowdin_charge:R:1 method="wB97M-V/def2-TZVPD" e_above_lowest_kcal_mol=163.3 largest_force_ev_per_a=4.2 smiles="C#CC(=O)C#C.C=C1COCO1" e_lumo_ha=-0.0228 orbital_gap_ha=0.31419 e_tot_ev=-15597.737
C -1.120 -0.286 -2.204 0.1542
C -1.277 0.822 -1.733 -0.0369
C -1.462 2.150 -1.160 -0.4270
O -2.545 2.661 -1.039 0.1415
C -0.225 2.816 -0.749 -0.0760
C 0.795 3.362 -0.398 0.1569
H -0.985 -1.251 -2.629 0.0634
H 1.687 3.830 -0.091 0.0506
C 0.456 0.733 0.344 0.0164
C 0.443 -0.494 0.705 -0.2778
C 0.141 -1.757 -0.104 -0.1251
O 0.288 -2.829 0.806 -0.0719
C 0.645 -2.327 2.066 -0.1958
O 0.734 -0.919 1.987 0.0069
H 0.694 1.532 1.099 0.1149
H 0.239 0.914 -0.657 -0.0050
H 0.856 -1.884 -0.935 0.1384
H -0.879 -1.749 -0.490 0.1009
H 1.629 -2.728 2.369 0.1365
H -0.117 -2.595 2.812 0.1350


[2]
61
Properties=species:S:1:pos:R:3:lowdin_charge:R:1 method="wB97M-V/def2-TZVPD" total_charge=+3 multiplicity=2 e_above_lowest_kcal_mol=9.3 s_squared=0.862 largest_force_ev_per_a=1.3 e_lumo_ha="-0.4510 / -0.4540" orbital_gap_ha="0.16760 / 0.17071" e_tot_ev=-53909.949
Ir 0.466 0.455 1.178 1.0014
I -5.752 -1.985 4.944 1.3736
C -4.331 -1.033 3.935 -0.6895
C -4.516 0.314 3.566 -0.2076
C -3.546 0.956 2.851 -0.6028
I -3.739 2.928 2.445 1.2734
C -2.318 0.200 2.403 -0.3101
O -1.495 0.757 1.674 -0.1839
C -2.133 -1.191 2.881 -0.0979
C -0.926 -1.993 2.487 -0.1079
N 0.336 -1.231 2.456 -0.1642
C 1.482 -2.085 2.069 -0.1163
C 2.684 -1.221 1.887 -0.2499
C 3.968 -1.632 2.166 0.0339
C 5.023 -0.759 1.928 0.0238
C 4.756 0.509 1.437 0.0094
C 3.449 0.865 1.184 -0.0821
N 2.426 0.012 1.397 -0.1096
C -3.104 -1.753 3.614 -0.0477
H -5.413 0.837 3.869 0.1063
H -1.085 -2.409 1.487 0.1418
H -0.826 -2.836 3.174 0.1512
H 0.523 -0.826 3.376 0.1577
H 1.234 -2.548 1.110 0.1301
H 1.656 -2.884 2.792 0.1514
H 4.143 -2.622 2.563 0.1406
H 6.039 -1.064 2.142 0.1405
H 5.549 1.221 1.256 0.1363
H 3.192 1.848 0.824 0.1026
H -2.993 -2.767 3.979 0.1251
C 0.180 -2.276 -2.157 -0.1240
C -0.778 -1.103 -2.332 -0.5404
C -2.162 -1.377 -1.752 -0.1247
Sb 0.069 0.637 -1.429 1.5290
C 1.999 0.957 -2.325 -0.5493
C 1.942 0.750 -3.835 -0.1095
C 2.505 2.338 -1.927 -0.1377
C -1.068 2.346 -2.089 -0.5150
C -1.633 2.026 -3.470 -0.1106
C -2.134 2.724 -1.073 -0.1710
H -0.229 -3.160 -2.652 0.1012
H 0.310 -2.528 -1.100 0.0532
H 1.162 -2.088 -2.593 0.0744
H -0.845 -0.809 -3.381 0.0966
H -2.103 -1.598 -0.681 0.0545
H -2.596 -2.253 -2.240 0.0998
H -2.853 -0.546 -1.900 0.0684
H 2.592 0.168 -1.856 0.0777
H 1.357 1.527 -4.328 0.0779
H 1.550 -0.227 -4.118 0.0718
H 2.954 0.815 -4.243 0.1011
H 1.974 3.128 -2.459 0.0838
H 3.561 2.435 -2.193 0.1023
H 2.413 2.534 -0.859 0.0344
H -0.287 3.105 -2.129 0.0847
H -2.415 1.267 -3.424 0.0785
H -0.875 1.713 -4.185 0.0669
H -2.093 2.930 -3.880 0.1039
H -2.923 1.970 -1.021 0.0737
H -2.609 3.665 -1.367 0.0990
H -1.713 2.871 -0.080 0.0203


[3]
69
Properties=species:S:1:pos:R:3:lowdin_charge:R:1 method="wB97M-V/def2-TZVPD" total_charge=-1 largest_force_ev_per_a=1.1 e_lumo_ha=0.0832 orbital_gap_ha=0.26418 e_tot_ev=-118712.928
N 1.554 0.178 1.432 -0.0169
B 0.849 -1.167 1.436 -1.0181
Br 1.894 -2.541 0.157 0.3877
C -0.664 -1.089 0.856 -0.2603
C -1.463 -2.373 1.034 -0.2698
C -2.856 -2.325 0.407 -0.2251
C -3.832 -1.624 1.354 -0.2243
S -5.168 -0.742 0.551 0.6087
O -5.147 -0.942 -0.861 -0.2709
O -5.254 0.578 1.111 -0.3062
O -6.488 -1.531 1.045 -0.1814
H 2.420 0.119 1.957 0.0260
H 1.827 0.455 0.493 0.0247
H 0.894 -1.678 2.541 0.0462
H -0.632 -0.842 -0.214 0.0910
H -1.172 -0.267 1.374 0.0804
H -1.568 -2.571 2.108 0.1117
H -0.908 -3.214 0.615 0.0773
H -2.825 -1.792 -0.544 0.1036
H -3.218 -3.335 0.201 0.1107
H -3.319 -0.862 1.946 0.0922
H -4.305 -2.336 2.027 0.1031
H -6.718 -1.199 1.930 0.0896
C 5.400 -1.515 -2.407 -0.1169
O 4.629 -1.753 -3.563 -0.2032
C 3.245 -1.827 -3.242 -0.2316
C 2.409 -1.802 -4.498 -0.1741
O 2.258 -0.503 -5.063 -0.1248
C 3.329 -0.050 -5.864 -0.1952
C 3.248 -0.515 -7.301 -0.2154
O 3.704 -1.848 -7.431 -0.1905
C 3.399 -2.391 -8.690 -0.1244
H 5.244 -2.295 -1.654 0.0862
H 6.448 -1.506 -2.707 0.0802
H 5.146 -0.551 -1.952 0.0888
H 2.961 -0.989 -2.596 0.1142
H 3.039 -2.748 -2.686 0.0901
H 1.400 -2.119 -4.227 0.1298
H 2.811 -2.500 -5.237 0.1212
H 4.294 -0.325 -5.431 0.1233
H 3.248 1.040 -5.871 0.1256
H 3.864 0.146 -7.929 0.1234
H 2.206 -0.439 -7.642 0.1274
H 2.316 -2.429 -8.857 0.0873
H 3.798 -3.403 -8.717 0.0853
H 3.855 -1.807 -9.501 0.0841
C 0.918 4.032 6.442 -0.1337
O 0.042 3.629 5.425 -0.1932
C 0.516 2.470 4.749 -0.2007
C -0.538 1.900 3.838 -0.1713
O -1.536 1.160 4.538 -0.1277
C -2.624 1.898 5.059 -0.1937
C -3.682 2.234 4.028 -0.2099
O -3.353 3.409 3.306 -0.1909
C -4.039 3.463 2.070 -0.1135
H 1.916 4.262 6.047 0.0845
H 0.506 4.931 6.899 0.0823
H 1.024 3.256 7.211 0.0851
H 0.805 1.705 5.482 0.1292
H 1.401 2.722 4.151 0.1285
H -0.045 1.196 3.170 0.0992
H -0.987 2.694 3.235 0.1296
H -2.290 2.807 5.571 0.1217
H -3.084 1.234 5.796 0.1217
H -4.651 2.384 4.530 0.1243
H -3.787 1.384 3.343 0.1106
H -3.683 2.693 1.381 0.0801
H -3.864 4.446 1.633 0.0838
H -5.117 3.319 2.207 0.0831


[4]
117
Properties=species:S:1:pos:R:3:lowdin_charge:R:1 method="wB97M-V/def2-TZVPD" total_charge=+4 e_above_lowest_kcal_mol=56.6 largest_force_ev_per_a=1.0 e_lumo_ha="-0.4336 / -0.4335" orbital_gap_ha="0.21142 / 0.21153" e_tot_ev=-151628.627
Ta -0.723 -0.351 0.226 1.3686
C 2.630 3.548 -3.597 0.0023
C 1.360 2.791 -3.211 -0.5209
C 0.391 2.697 -4.386 -0.0027
C 0.668 3.505 -2.067 -0.0788
N 1.778 1.382 -2.857 0.0367
C 2.352 0.603 -3.839 0.0038
C 2.735 -0.555 -3.273 -0.0065
N 2.403 -0.508 -1.939 0.0427
B 3.050 -1.585 -1.024 -0.5139
N 2.464 -3.062 -1.186 0.0899
C 3.438 -4.033 -1.063 0.0034
C 2.898 -5.240 -1.335 0.0251
N 1.590 -5.033 -1.678 0.0311
C 1.343 -3.712 -1.560 -0.4512
S -0.300 -3.134 -1.759 1.0912
C 0.641 -6.158 -2.070 -0.5270
C -0.487 -6.217 -1.046 -0.0234
C 0.153 -5.927 -3.497 -0.0209
C 1.407 -7.475 -2.022 -0.0291
N 3.187 -1.176 0.461 0.0250
C 4.374 -0.650 0.922 0.0068
C 4.277 -0.512 2.261 0.0195
N 3.024 -0.950 2.636 0.0327
C 2.387 -1.341 1.519 -0.6401
S 0.756 -1.950 1.413 0.6905
C 2.604 -1.143 4.077 -0.5242
C 3.639 -0.475 4.976 -0.0277
C 2.563 -2.641 4.358 -0.0097
C 1.244 -0.484 4.317 -0.0452
C 1.819 0.684 -1.703 -0.5671
S 1.241 1.170 -0.113 0.6821
H 2.381 4.591 -3.786 0.1085
H 3.086 3.152 -4.503 0.0950
H 3.365 3.513 -2.793 0.1043
H 0.105 3.704 -4.686 0.1108
H -0.511 2.154 -4.097 0.0666
H 0.821 2.215 -5.260 0.0915
H 0.340 4.467 -2.454 0.0973
H 1.325 3.697 -1.223 0.0755
H -0.212 2.960 -1.719 0.0502
H 2.474 0.946 -4.848 0.1416
H 3.250 -1.395 -3.702 0.1490
H 4.169 -1.689 -1.417 0.1310
H 4.453 -3.782 -0.817 0.1432
H 3.356 -6.210 -1.338 0.1393
H -1.046 -5.281 -0.965 0.0257
H -0.106 -6.474 -0.058 0.1048
H -1.199 -6.982 -1.349 0.1136
H -0.458 -5.037 -3.610 0.0480
H -0.455 -6.781 -3.791 0.1095
H 0.995 -5.867 -4.185 0.1061
H 1.760 -7.717 -1.021 0.1018
H 2.240 -7.492 -2.723 0.1044
H 0.720 -8.263 -2.324 0.1139
H 5.194 -0.435 0.262 0.1455
H 4.997 -0.142 2.964 0.1354
H 4.618 -0.943 4.896 0.0997
H 3.314 -0.598 6.007 0.1087
H 3.729 0.593 4.781 0.1048
H 3.538 -3.093 4.178 0.1064
H 1.820 -3.151 3.746 0.0613
H 2.308 -2.801 5.404 0.1107
H 1.196 0.499 3.842 0.0905
H 1.109 -0.348 5.388 0.1050
H 0.433 -1.116 3.960 0.0305
N -2.780 -1.784 0.044 -0.0355
C -3.579 -1.839 1.299 -0.1866
C -2.605 -1.722 2.444 -0.2076
N -1.883 -0.432 2.257 -0.0876
H -3.368 -1.438 -0.710 0.1013
H -2.508 -2.727 -0.224 0.0653
H -4.178 -2.746 1.372 0.1422
H -4.267 -0.990 1.304 0.1331
H -1.869 -2.529 2.408 0.1017
H -3.101 -1.758 3.414 0.1442
H -1.202 -0.334 3.012 0.0590
H -2.544 0.337 2.392 0.0801
C -3.478 1.815 -2.483 0.0262
C -2.439 0.944 -1.852 -0.2835
N -2.056 1.029 -0.546 -0.1775
O -2.637 2.093 0.210 -0.1506
C -1.742 -0.049 -2.545 -0.2891
C -1.934 -0.397 -3.981 0.0201
N -0.805 -0.642 -1.764 -0.2536
O -0.037 -1.616 -2.433 -0.4506
H -4.097 2.365 -1.773 0.0884
H -4.171 1.215 -3.073 0.1156
H -3.015 2.540 -3.158 0.1114
H -3.176 2.636 -0.397 0.0912
H -2.143 0.502 -4.561 0.0952
H -2.780 -1.075 -4.119 0.1112
H -1.049 -0.875 -4.389 0.0928
Ge -1.617 3.382 1.748 1.1734
C -2.962 3.116 3.050 -0.3650
C -4.257 3.622 2.887 -0.0887
C -5.201 3.425 3.881 -0.0327
C -4.851 2.750 5.045 -0.0187
C -3.560 2.270 5.227 -0.0474
C -2.614 2.444 4.229 -0.1395
C -1.154 4.974 0.826 -0.3454
C -0.283 5.770 1.579 -0.1038
C 0.099 7.011 1.090 -0.0329
C -0.382 7.449 -0.135 -0.0235
C -1.253 6.661 -0.876 -0.0508
C -1.646 5.421 -0.398 -0.1211
H -0.482 2.351 1.950 -0.0250
H -4.526 4.195 2.007 0.1126
H -6.200 3.819 3.764 0.1276
H -5.587 2.615 5.825 0.1300
H -3.292 1.782 6.153 0.1219
H -1.595 2.102 4.393 0.0931
H 0.098 5.446 2.543 0.1109
H 0.760 7.639 1.672 0.1274
H -0.084 8.418 -0.512 0.1291
H -1.640 7.025 -1.818 0.1239
H -2.345 4.826 -0.976 0.0945


[5]
6
Properties=species:S:1:pos:R:3:lowdin_charge:R:1 method="wB97M-V/def2-TZVPD" total_charge=-1 e_above_lowest_kcal_mol=76.1 largest_force_ev_per_a=3.0 e_lumo_ha="0.0814 / 0.1221" orbital_gap_ha="0.21119 / 0.24873" e_tot_ev=-25237.610
N -1.139 0.840 -0.375 -0.3856
O -0.301 -1.518 -0.240 -0.5860
S 3.032 0.440 0.355 -0.5639
S -0.059 -0.104 0.191 0.5214
H -1.249 0.582 -1.432 0.0296
H -0.283 -0.241 1.501 -0.0155


[6]
15
Properties=species:S:1:pos:R:3:lowdin_charge:R:1 method="wB97M-V/def2-TZVPD" e_above_lowest_kcal_mol=31.1 largest_force_ev_per_a=3.9 smiles="N[C@]1(F)C=C[C@@H](F)C=N1" e_lumo_ha=0.0304 orbital_gap_ha=0.39654 e_tot_ev=-13696.010
N -1.481 0.085 -0.929 0.1597
C -1.096 -0.465 0.220 -0.6530
F -2.235 -0.907 0.913 0.0013
C -0.374 0.476 1.131 -0.0257
C 0.925 0.613 1.060 0.0098
C 1.655 -0.270 -0.005 -0.2471
F 2.992 -0.626 0.282 -0.0445
C 0.920 -1.560 -0.286 -0.0858
N -0.308 -1.666 -0.107 0.1621
H -2.169 -0.428 -1.388 0.0854
H -1.947 0.951 -0.773 0.1006
H -1.029 0.819 1.983 0.1425
H 1.431 1.189 1.873 0.1285
H 1.804 0.156 -0.971 0.1394
H 1.536 -2.360 -0.682 0.1269